Record 1
This record from OMol25 describes C4H6O3Tl as an isolated structure at a distorted geometry. The level of theory is ωB97M-V/def2-TZVPD.

```
14
C4H6O3Tl, DFT ωB97M-V/def2-TZVPD
H -1.841 -1.841 -1.834
O -1.134 -0.143 -0.012
C -0.023 0.309 0.643
O 1.108 0.093 0.255
Tl 1.500 -0.910 -1.535
O -0.392 0.931 1.700
C 0.579 1.185 2.734
H 1.114 0.258 2.968
H 1.273 1.960 2.392
H -0.001 1.528 3.593
C -0.950 -0.674 -1.219
C -2.065 -0.603 -2.085
H -2.886 0.054 -1.779
H -1.814 -0.590 -3.151
```

Results
charge: +2
HOMO (alpha / beta): -19.59 / -20.26 eV
spin multiplicity: 2
⟨S²⟩: 0.7626
LUMO energy (alpha / beta): -10.2 / -12.9 eV
energy relative to the best compared isomer or geometry (same formula, charge and spin): 28.5 kcal/mol
Kohn-Sham gap (alpha / beta): 9.40 / 7.31 eV

***

Record 2
This record from OMol25 describes C39H30N6O2P2Se2Sm as an isolated structure at a distorted geometry. The level of theory is ωB97M-V/def2-TZVPD.

```
82
C39H30N6O2P2Se2Sm, DFT ωB97M-V/def2-TZVPD
Sm 1.194 2.934 0.490
O 7.068 2.396 -0.632
C 6.454 1.221 -0.978
C 7.208 0.137 -1.368
C 6.545 -1.062 -1.681
C 5.202 -1.217 -1.621
C 4.434 -0.155 -1.274
C 5.036 1.061 -0.895
C 4.110 2.123 -0.431
O 2.955 1.675 0.026
N 4.433 3.397 -0.425
N 3.375 4.115 -0.010
C 3.539 5.385 0.179
C 2.445 6.168 0.799
C 2.638 7.518 1.103
C 1.571 8.134 1.765
C 0.415 7.436 2.005
C 0.341 6.100 1.690
N 1.349 5.470 1.090
H 8.024 2.287 -0.617
H 8.332 0.183 -1.409
H 7.090 -1.942 -1.977
H 4.687 -2.143 -1.820
H 3.389 -0.255 -1.270
H 4.540 5.832 0.049
H 3.582 8.006 0.888
H 1.649 9.144 2.048
H -0.428 7.886 2.475
H -0.589 5.588 1.970
Se 1.533 -2.782 -2.878
P -0.405 -2.205 -2.229
C -1.727 -1.898 -3.372
C -2.308 -3.031 -4.017
C -3.437 -3.005 -4.796
C -4.175 -1.807 -4.847
C -3.680 -0.660 -4.235
C -2.491 -0.694 -3.451
C -1.076 -3.378 -1.087
C -2.468 -3.416 -0.861
C -3.065 -4.433 -0.068
C -2.278 -5.457 0.413
C -0.901 -5.468 0.159
C -0.288 -4.413 -0.507
C -0.323 -0.582 -1.411
C -0.531 0.119 -0.228
N -0.263 1.427 -0.524
N 0.246 1.470 -1.771
N 0.153 0.301 -2.312
P -0.997 -0.018 1.479
Se -0.080 1.547 2.719
C -0.725 -1.579 2.272
C 0.358 -1.788 3.155
C 0.360 -2.888 3.963
C -0.704 -3.825 3.910
C -1.739 -3.583 3.032
C -1.771 -2.485 2.233
C -2.786 0.248 1.583
C -3.661 0.382 0.501
C -4.981 0.539 0.712
C -5.455 0.600 2.019
C -4.625 0.529 3.113
C -3.258 0.329 2.886
H -1.741 -3.957 -3.962
H -3.801 -3.857 -5.342
H -5.095 -1.753 -5.430
H -4.137 0.314 -4.268
H -2.163 0.222 -2.894
H -3.163 -2.671 -1.257
H -4.073 -4.423 0.224
H -2.841 -6.254 0.931
H -0.266 -6.279 0.525
H 0.777 -4.429 -0.736
H 1.142 -1.064 3.147
H 1.158 -2.952 4.716
H -0.730 -4.660 4.611
H -2.595 -4.214 2.999
H -2.611 -2.257 1.625
H -3.261 0.516 -0.499
H -5.630 0.669 -0.157
H -6.509 0.776 2.147
H -4.897 0.619 4.165
H -2.606 0.134 3.734
```

Results
charge: +1
HOMO (alpha / beta): -9.75 / -9.75 eV
spin multiplicity: 6
⟨S²⟩: 8.7597
LUMO energy (alpha / beta): -3.7 / -3.5 eV
Kohn-Sham gap (alpha / beta): 6.06 / 6.24 eV

***

Record 3
This record from OMol25 describes one molecule with the formula C5H8 at a distorted geometry. The level of theory is ωB97M-V/def2-TZVPD.

```
13
C5H8, DFT ωB97M-V/def2-TZVPD
C -0.292 -0.967 -1.223
C 0.213 -0.372 0.090
C 1.479 -0.007 0.212
C -0.745 1.344 0.981
C -0.830 -0.077 1.079
H -1.038 -1.718 -0.949
H -0.673 -0.202 -1.899
H 0.390 -1.589 -1.818
H 2.207 -0.044 -0.589
H 1.875 0.480 1.096
H -0.638 1.977 0.092
H -0.298 1.947 1.790
H -1.649 -0.773 1.138
```

Results
charge: 0
HOMO: -7.60 eV
LUMO energy: -0.3 eV
energy relative to the best compared isomer or geometry (same formula, charge and spin): 100.7 kcal/mol
SMILES: C=CC(=C)C
Kohn-Sham gap: 7.34 eV

***

Record 4
This record from OMol25 describes C8H10F3HfNO7P as an isolated structure at a distorted geometry. The level of theory is ωB97M-V/def2-TZVPD.

```
31
C8H10F3HfNO7P, DFT ωB97M-V/def2-TZVPD
C 1.004 -2.024 1.444
C -0.456 -1.858 0.937
O -1.117 -3.063 1.155
C -0.455 -1.642 -0.629
C -0.544 -0.197 -1.063
C -0.670 -0.377 -2.715
O 0.269 -0.371 -3.452
O -1.827 -0.498 -3.163
O -1.707 0.512 -0.803
C -1.394 1.826 -1.245
O -2.112 2.688 -1.459
O -0.015 1.932 -1.443
C 0.503 0.833 -0.674
P 0.555 1.550 1.167
N 0.675 3.224 1.056
O -1.064 1.326 2.023
C 2.001 0.552 -1.000
F 2.191 -0.619 -1.523
F 2.660 0.569 0.158
F 2.500 1.462 -1.747
H 1.738 -2.043 0.647
H 1.288 -1.292 2.198
H 1.077 -2.988 1.938
H -1.040 -1.121 1.477
H -0.702 -3.748 0.614
H 0.410 -2.152 -1.038
H -1.333 -2.151 -1.028
H 1.071 3.524 0.161
H -0.253 3.632 1.178
H -0.800 1.393 2.965
Hf -2.453 1.120 3.863
```

Results
charge: +3
HOMO: -20.22 eV
LUMO energy: -15.4 eV
Kohn-Sham gap: 4.83 eV

***

Record 5
This record from OMol25 describes a 2-piece molecular cluster, C7H13Cl overall at a distorted geometry. The level of theory is ωB97M-V/def2-TZVPD.

```
21
C7H13Cl, DFT ωB97M-V/def2-TZVPD
C 1.071 2.511 -0.655
C 1.801 1.148 -0.840
C -2.534 -0.594 -0.443
C 1.288 0.355 1.602
C -1.653 -1.711 -0.673
C -1.279 -2.788 0.070
C 1.786 0.228 0.165
Cl 2.703 -1.217 -0.059
H 1.392 2.911 0.322
H 1.340 3.269 -1.486
H 2.329 1.001 -1.756
H -2.600 -0.466 0.637
H -2.227 0.433 -0.764
H -3.532 -0.691 -0.841
H 0.481 1.092 1.778
H 2.069 0.618 2.367
H 0.930 -0.722 1.844
H -0.961 -1.469 -1.433
H -0.118 2.442 -0.582
H -0.384 -3.299 -0.182
H -1.901 -3.051 0.929
```

Results
charge: 0
HOMO (alpha / beta): -5.32 / -8.99 eV
spin multiplicity: 3
⟨S²⟩: 2.0054
LUMO energy (alpha / beta): 0.9 / -1.8 eV
energy relative to the best compared isomer or geometry (same formula, charge and spin): 21.4 kcal/mol
Kohn-Sham gap (alpha / beta): 6.22 / 7.20 eV

***

Record 6
This record from OMol25 describes C46H40BrCl4FN4O7SSiSr as an isolated structure. The level of theory is ωB97M-V/def2-TZVPD.

```
106
C46H40BrCl4FN4O7SSiSr, DFT ωB97M-V/def2-TZVPD
Sr 0.293 0.162 0.383
O -4.289 0.033 -4.942
C -3.487 0.232 -3.858
C -2.104 0.316 -3.963
C -1.371 0.498 -2.804
N -1.930 0.598 -1.598
C -3.235 0.520 -1.531
Br -4.000 0.610 0.206
C -4.084 0.348 -2.612
H -3.730 -0.162 -5.702
H -1.597 0.208 -4.914
H -0.288 0.549 -2.827
H -5.153 0.270 -2.493
Cl -1.868 -4.963 -4.519
C -0.917 -3.784 -3.661
C 0.326 -3.418 -4.126
Cl 0.976 -4.144 -5.569
C 1.073 -2.455 -3.422
Cl 2.627 -1.944 -4.028
C 0.625 -1.860 -2.236
O 1.267 -0.955 -1.600
C -0.662 -2.323 -1.689
O -1.046 -1.875 -0.551
C -1.406 -3.214 -2.472
Cl -2.999 -3.634 -1.896
C -2.208 4.050 -1.614
C -1.798 4.167 -0.166
C -1.787 5.403 0.471
C -1.416 5.413 1.817
C -1.099 4.241 2.453
C -1.154 2.993 1.748
N -1.491 3.023 0.429
N -0.876 1.806 2.288
Si -0.705 1.504 3.954
C -2.215 2.065 4.973
C -0.572 -0.362 4.209
C 0.852 2.244 4.758
H -3.262 3.767 -1.685
H -1.634 3.258 -2.094
H -2.069 4.988 -2.156
H -2.042 6.306 -0.068
H -1.363 6.349 2.366
H -0.781 4.259 3.487
H -3.109 1.543 4.621
H -2.402 3.137 4.884
H -2.081 1.829 6.033
H -1.423 -0.874 3.751
H -0.562 -0.610 5.275
H 0.341 -0.759 3.761
H 0.789 3.324 4.904
H 1.710 2.037 4.115
H 1.037 1.785 5.735
C 6.988 2.008 -2.591
C 6.299 3.367 -2.526
C 6.332 4.016 -3.905
C 5.473 5.269 -3.950
C 4.060 4.899 -3.605
C 2.971 5.517 -4.181
C 1.688 5.147 -3.801
F 0.648 5.788 -4.394
C 1.454 4.180 -2.865
C 2.547 3.537 -2.274
C 2.278 2.480 -1.259
O 1.138 2.047 -1.160
C 3.444 2.097 -0.492
C 4.660 2.461 -0.960
N 4.914 3.240 -2.047
C 3.848 3.885 -2.653
C 3.457 1.261 0.807
O 4.577 0.971 1.251
O 2.334 0.997 1.294
H 7.982 2.130 -3.025
H 6.413 1.328 -3.221
H 7.104 1.545 -1.614
H 6.841 4.016 -1.826
H 5.968 3.297 -4.645
H 7.373 4.235 -4.150
H 5.511 5.742 -4.933
H 5.855 6.000 -3.228
H 3.103 6.296 -4.922
H 0.455 3.899 -2.563
H 5.512 2.086 -0.408
O 0.872 -2.056 1.655
S -0.242 -3.038 1.771
C 0.169 -3.946 3.278
C 1.457 -3.868 3.793
C 1.752 -4.535 4.971
C 0.769 -5.269 5.625
C -0.515 -5.328 5.109
C -0.820 -4.658 3.932
C 0.136 -4.308 0.565
C 1.257 -4.148 -0.230
C 1.463 -5.030 -1.281
C 0.553 -6.046 -1.529
C -0.571 -6.191 -0.725
C -0.789 -5.312 0.324
H 2.185 -3.260 3.271
H 2.751 -4.476 5.385
H 1.003 -5.784 6.549
H -1.287 -5.884 5.628
H -1.828 -4.678 3.532
H 1.906 -3.297 -0.066
H 2.308 -4.881 -1.942
H 0.693 -6.698 -2.382
H -1.307 -6.951 -0.952
H -1.700 -5.368 0.908
```

Results
charge: -2
HOMO: -1.44 eV
LUMO energy: 3.6 eV
energy relative to the best compared isomer or geometry (same formula, charge and spin): 0.0 kcal/mol
Kohn-Sham gap: 5.05 eV

***

Question: Which of these has the lowest charge?
Answer: C46H40BrCl4FN4O7SSiSr

***

Repeat the third record exactly.
This record from OMol25 describes one molecule with the formula C5H8 at a distorted geometry. The level of theory is ωB97M-V/def2-TZVPD.

```
13
C5H8, DFT ωB97M-V/def2-TZVPD
C -0.292 -0.967 -1.223
C 0.213 -0.372 0.090
C 1.479 -0.007 0.212
C -0.745 1.344 0.981
C -0.830 -0.077 1.079
H -1.038 -1.718 -0.949
H -0.673 -0.202 -1.899
H 0.390 -1.589 -1.818
H 2.207 -0.044 -0.589
H 1.875 0.480 1.096
H -0.638 1.977 0.092
H -0.298 1.947 1.790
H -1.649 -0.773 1.138
```

Results
charge: 0
HOMO: -7.60 eV
LUMO energy: -0.3 eV
energy relative to the best compared isomer or geometry (same formula, charge and spin): 100.7 kcal/mol
SMILES: C=CC(=C)C
Kohn-Sham gap: 7.34 eV

***

Question: Which formula does entry 4 have?
Answer: C8H10F3HfNO7P

***

Question: Which value of charge does entry 1 give?
Answer: +2